Entry 1:
Below is a 2-piece molecular cluster, C3H11NO overall in a non-equilibrium geometry, with properties calculated with ωB97M-V with the def2-TZVPD basis set.

Results
* highest occupied orbital energy: -0.337 Eh
* ΔE to the lowest compared entry with this formula, charge and spin: 70.5 kJ/mol
* lowest unoccupied orbital energy: 0.9 eV
* spin multiplicity: 1
* charge: 0

Cartesian coordinates (Å):
C 0.39447 -1.27510 0.19053
N 0.03487 0.13676 0.33752
C 1.20642 0.96848 0.58805
C -0.97039 0.30425 1.40118
H 1.01661 -1.35449 -0.68453
H 0.95705 -1.70104 1.03516
H -0.49032 -1.88509 0.03133
H 0.91763 2.01578 0.65253
H 1.79035 0.93005 -0.33686
H 1.76084 0.67156 1.48413
H -0.50444 0.43540 2.38210
H -1.51488 1.24044 1.25857
H -1.63813 -0.55310 1.42089
H -0.46653 0.07961 -1.44336
H -1.43071 -0.37521 -2.59980
O -0.56052 -0.01521 -2.41755

Results of the Löwdin charge analysis, in e, for atoms 1 through 2: number 1, C, carries -0.120; number 2, N, carries -0.362

Entry 2:
Below is a 2-piece molecular cluster, C3H11NO2 overall in a non-equilibrium geometry, with properties calculated with ωB97M-V with the def2-TZVPD basis set.

Results
* highest occupied orbital energy: -0.363 Eh
* ΔE to the lowest compared entry with this formula, charge and spin: 163.2 kJ/mol
* lowest unoccupied orbital energy: 0.8 eV
* spin multiplicity: 1
* charge: 0

Cartesian coordinates (Å):
C 0.46987 1.44556 -0.61791
N -0.66865 0.34184 -0.30004
C -0.50452 -0.88091 -1.22015
O -0.05827 -2.00375 -0.42458
C -0.03599 2.68575 0.13527
H 1.43174 1.11954 -0.23979
H 0.65073 1.77871 -1.63588
H -1.33791 0.81241 -0.88502
H -1.49986 -1.00374 -1.68898
H 0.25174 -0.59955 -2.05641
H -0.30683 -1.87844 0.55082
H 0.65903 3.49251 -0.06483
H -0.99647 3.09747 -0.13358
H 0.11911 2.56824 1.14093
H 0.72274 -4.25941 1.95721
H 0.71336 -3.34571 3.18213
O 0.39017 -3.37052 2.30084

Results of the Löwdin charge analysis, in e, for atoms 1 through 2: number 1, C, carries -0.227; number 2, N, carries -0.033